Entry 1:
The following is a DFT calculation (ωB97M-V with the def2-TZVPD basis set) of a cluster of 3 separate species, C19H33F6NO4PS in total in a non-equilibrium geometry.

Summary:
HOMO level: -12.2 eV
Kohn-Sham gap: 6.70 eV
E: -2437.794618 Ha

```
! RIJCOSX wB97M-V def2-TZVPD def2/J DEFGRID3
* xyz 1 1
C 3.206 -4.151 -4.248
C 3.761 -3.164 -4.715
S 4.424 -1.668 -5.514
C 2.935 -0.871 -6.368
O 2.334 -1.619 -7.080
C 2.521 0.652 -6.236
F 3.667 1.460 -6.078
F 2.022 1.020 -7.500
C 1.401 1.023 -5.179
F 0.227 1.348 -5.871
F 1.793 2.208 -4.530
C 1.025 -0.038 -4.076
F 0.418 0.701 -3.030
F 2.113 -0.685 -3.464
C -0.124 -1.075 -4.511
O -0.264 -1.510 -5.634
O -1.024 -1.434 -3.518
P 5.249 -0.374 -3.978
N 5.020 -1.079 -2.401
O 6.933 -0.318 -4.149
H 2.418 -4.930 -4.035
H -1.730 -1.997 -3.907
H 4.787 -0.344 -1.714
H 4.228 -1.735 -2.383
H 7.127 -0.054 -5.079
C -0.871 -2.570 3.295
C 0.521 -2.073 2.925
C 0.516 -0.692 2.268
C -0.230 -0.602 0.933
C 0.260 -1.555 -0.157
C 1.704 -1.306 -0.572
H -1.501 -2.701 2.412
H -0.804 -3.537 3.798
H -1.367 -1.871 3.972
H 1.012 -2.805 2.276
H 1.124 -2.020 3.837
H 1.554 -0.369 2.127
H 0.071 0.027 2.961
H -0.152 0.428 0.565
H -1.297 -0.780 1.100
H -0.379 -1.430 -1.037
H 0.143 -2.595 0.161
H 1.836 -0.282 -0.930
H 1.987 -1.987 -1.381
H 2.396 -1.474 0.258
C -3.715 3.123 6.664
C -4.148 3.574 5.275
C -4.724 2.443 4.423
C -3.755 1.300 4.110
C -2.464 1.711 3.401
C -2.699 2.326 2.028
H -2.905 2.391 6.617
H -3.353 3.977 7.242
H -4.551 2.678 7.208
H -3.305 4.048 4.763
H -4.914 4.348 5.385
H -5.100 2.867 3.486
H -5.598 2.024 4.933
H -4.280 0.563 3.490
H -3.495 0.779 5.037
H -1.839 0.821 3.278
H -1.891 2.406 4.022
H -3.238 1.633 1.376
H -1.743 2.561 1.553
H -3.271 3.254 2.093
*
```

***

Entry 2:
The following is a DFT calculation (ωB97M-V with the def2-TZVPD basis set) of the ion C4H7N2 with charge +1 in a non-equilibrium geometry.

Summary:
SMILES: [H]/N=C/C(=C)C=[NH2+]
HOMO level: -15.0 eV
Kohn-Sham gap: 9.43 eV
E: -265.814621 Ha
Relative energy (zero: lowest compared OMol25 entry of this formula, charge and spin): 246.4 kJ/mol

```
! RIJCOSX wB97M-V def2-TZVPD def2/J DEFGRID3
* xyz 1 1
C 0.981 -0.453 0.458
C 0.734 1.866 -0.094
C -1.152 0.303 -0.473
C 0.192 0.644 0.039
N 0.624 -1.684 0.276
N -1.627 -0.924 -0.575
H 1.919 -0.226 0.943
H 0.253 2.750 -0.323
H 1.722 1.821 0.218
H -1.856 1.184 -0.535
H 1.157 -2.418 0.868
H -0.358 -1.710 -0.130
H -2.588 -1.155 -0.671
*
```

***

Entry 3:
The following is a DFT calculation (ωB97M-V with the def2-TZVPD basis set) of a cluster of 2 separate species, C2H7S2 in total in a non-equilibrium geometry.

Summary:
HOMO level: -2.4 eV
Kohn-Sham gap: 5.90 eV
E: -876.783839 Ha
Relative energy (zero: lowest compared OMol25 entry of this formula, charge and spin): 68.7 kJ/mol

```
! RIJCOSX wB97M-V def2-TZVPD def2/J DEFGRID3
* xyz -1 1
C -0.067 -0.117 -2.434
S 0.896 -1.358 -1.440
H -0.908 -0.654 -2.881
H 0.594 0.440 -3.081
H -0.612 0.553 -1.750
H -0.742 -0.123 0.291
C 0.294 0.237 2.332
S -1.293 0.316 1.443
H 1.070 0.435 1.614
H 0.430 -0.732 2.811
H 0.339 1.001 3.096
*
```

***

Entry 4:
The following is a DFT calculation (ωB97M-V with the def2-TZVPD basis set) of a structure of composition C43H45As2N2O9S2Ti in a non-equilibrium geometry.

Summary:
HOMO level (alpha / beta): -3.9 / -4.6 eV
Kohn-Sham gap (alpha / beta): 5.96 / 6.55 eV
<S²>: 2.011
E: -8569.653642 Ha
Relative energy (zero: lowest compared OMol25 entry of this formula, charge and spin): 100.8 kJ/mol

```
! RIJCOSX wB97M-V def2-TZVPD def2/J DEFGRID3
* xyz -1 3
Ti 0.252 0.372 -0.244
C 5.921 2.931 -3.915
C 5.740 1.784 -2.910
C 7.120 1.288 -2.452
C 5.028 0.626 -3.609
C 4.955 2.290 -1.698
C 5.538 3.271 -0.868
C 4.954 3.683 0.312
C 3.740 3.102 0.667
S 2.860 3.242 2.155
C 1.715 2.083 1.573
N 1.918 1.688 0.341
C 3.105 2.203 -0.179
C 3.707 1.794 -1.370
C 0.655 1.532 2.419
C 0.525 1.908 3.760
C -0.478 1.350 4.524
C -1.343 0.425 3.932
C -1.192 0.060 2.606
C -0.172 0.585 1.798
H 6.368 2.549 -4.835
H 6.570 3.716 -3.521
H 4.960 3.381 -4.168
H 7.702 0.985 -3.325
H 7.016 0.421 -1.797
H 7.688 2.050 -1.919
H 5.672 0.226 -4.395
H 4.105 0.946 -4.094
H 4.788 -0.190 -2.926
H 6.494 3.695 -1.144
H 5.442 4.399 0.960
H 3.214 1.048 -1.984
H 1.203 2.627 4.208
H -0.594 1.627 5.564
H -2.144 -0.005 4.522
H -1.901 -0.648 2.187
O -0.974 -1.096 -0.319
N -0.867 -2.243 0.344
C -1.989 -2.990 0.460
C -1.954 -4.205 1.072
C -0.719 -4.665 1.563
C 0.401 -3.899 1.421
C 0.360 -2.629 0.790
S 1.698 -1.631 0.544
H -2.869 -2.534 0.032
H -2.861 -4.784 1.159
H -0.653 -5.630 2.047
H 1.365 -4.231 1.776
C -1.290 1.933 -0.432
C -1.345 2.858 -1.597
C -0.777 4.138 -1.532
C -0.905 5.047 -2.572
C -1.584 4.702 -3.735
C -2.113 3.421 -3.840
C -1.992 2.523 -2.792
H -2.191 1.310 -0.395
H -1.261 2.543 0.475
H -0.251 4.428 -0.628
H -0.469 6.035 -2.474
H -1.689 5.412 -4.545
H -2.630 3.116 -4.744
H -2.416 1.531 -2.880
C 1.683 3.061 -4.178
O 1.472 1.710 -3.800
C 2.059 0.769 -4.607
O 2.683 1.120 -5.600
C 1.906 -0.558 -4.062
C 2.321 -1.680 -4.819
As 1.311 -2.002 -6.440
C 2.097 -0.976 -7.917
C -0.286 -0.859 -6.039
C -0.786 -0.573 -4.831
As 0.202 -0.720 -3.095
C 0.001 -2.652 -2.897
C -2.225 -0.217 -4.729
O -2.887 0.380 -5.543
O -2.736 -0.689 -3.567
C -4.111 -0.409 -3.318
C -1.100 -0.695 -7.302
O -1.628 -1.629 -7.846
O -1.123 0.513 -7.885
C -0.530 1.628 -7.210
C 2.777 -2.851 -4.112
O 3.155 -2.894 -2.950
O 2.812 -3.984 -4.893
C 3.272 -5.145 -4.227
H 1.124 3.653 -3.461
H 1.327 3.253 -5.190
H 2.746 3.311 -4.133
H 3.059 -1.446 -8.126
H 2.260 0.060 -7.647
H 1.454 -1.076 -8.793
H 0.221 -3.158 -3.837
H -1.041 -2.830 -2.625
H 0.670 -3.017 -2.119
H -4.211 -0.301 -2.240
H -4.720 -1.242 -3.671
H -4.422 0.504 -3.823
H -0.556 2.441 -7.931
H 0.498 1.424 -6.921
H -1.121 1.893 -6.331
H 3.174 -5.955 -4.948
H 2.676 -5.357 -3.339
H 4.314 -5.040 -3.919
*
```

***

Entry 5:
The following is a DFT calculation (ωB97M-V with the def2-TZVPD basis set) of the ion C3H8N3 with charge +1 in a non-equilibrium geometry.

Summary:
SMILES: C=N/C(N)=[NH+]/C
HOMO level: -13.9 eV
Kohn-Sham gap: 8.97 eV
E: -283.028752 Ha
Relative energy (zero: lowest compared OMol25 entry of this formula, charge and spin): 354.5 kJ/mol

```
! RIJCOSX wB97M-V def2-TZVPD def2/J DEFGRID3
* xyz 1 1
C 2.657 -0.692 0.222
C 0.481 0.454 -0.184
C -2.070 -0.475 0.198
N 1.631 -0.027 0.049
N 0.016 1.649 -0.239
N -0.850 -0.570 -0.610
H 3.223 -0.907 -0.691
H 3.000 -0.985 1.153
H -2.814 0.170 -0.331
H -1.719 -0.007 1.128
H -2.568 -1.460 0.311
H 0.417 2.588 0.090
H -0.902 1.753 -0.407
H -0.501 -1.489 -0.690
*
```

***

Entry 6:
The following is a DFT calculation (ωB97M-V with the def2-TZVPD basis set) of a structure of composition C14H42BF4KO7 in a non-equilibrium geometry.

Summary:
HOMO level: -9.5 eV
Kohn-Sham gap: 8.43 eV
E: -2109.761126 Ha
Relative energy (zero: lowest compared OMol25 entry of this formula, charge and spin): 65.9 kJ/mol

```
! RIJCOSX wB97M-V def2-TZVPD def2/J DEFGRID3
* xyz 0 1
K -1.541 -1.289 3.118
B -0.378 -0.392 0.446
F 0.442 -0.569 1.533
F 0.419 -0.409 -0.730
F -1.319 -1.454 0.375
F -1.088 0.803 0.507
C -3.436 -4.628 0.003
C -3.345 -5.213 -1.407
O -1.986 -5.098 -1.853
H -3.213 -3.567 0.098
H -2.833 -5.261 0.653
H -4.467 -4.685 0.381
H -3.975 -4.670 -2.114
H -3.590 -6.270 -1.370
H -1.769 -4.152 -1.927
C 3.481 -1.601 0.294
C 2.808 -2.922 0.556
O 3.709 -3.819 1.212
H 2.760 -0.898 -0.124
H 4.250 -1.704 -0.473
H 3.915 -1.204 1.211
H 2.505 -3.416 -0.376
H 1.893 -2.826 1.155
H 3.415 -4.722 1.082
C 1.112 3.733 -0.306
C 1.513 4.239 -1.672
O 2.111 5.545 -1.548
H 0.737 4.574 0.276
H 2.006 3.366 0.211
H 0.428 2.886 -0.357
H 0.667 4.386 -2.344
H 2.181 3.588 -2.242
H 2.970 5.432 -1.129
C 2.239 0.134 4.544
C 2.156 1.607 4.241
O 2.640 2.359 5.353
H 3.262 -0.181 4.753
H 1.900 -0.412 3.661
H 1.620 -0.181 5.385
H 1.102 1.881 4.125
H 2.662 1.847 3.303
H 2.523 3.298 5.191
C -2.049 2.587 -3.786
C -1.642 1.805 -2.551
O -0.291 1.382 -2.665
H -1.354 3.404 -3.983
H -2.995 3.090 -3.570
H -2.162 1.952 -4.662
H -2.323 0.974 -2.344
H -1.666 2.487 -1.689
H -0.022 0.887 -1.869
C -0.038 -3.667 -4.111
C -0.022 -2.452 -3.198
O -1.186 -2.435 -2.360
H 0.812 -3.555 -4.788
H -0.962 -3.700 -4.690
H 0.072 -4.592 -3.546
H -0.035 -1.526 -3.782
H 0.894 -2.516 -2.603
H -0.915 -1.984 -1.543
C -2.084 3.921 2.211
C -1.318 3.175 3.295
O -1.442 1.769 3.072
H -1.885 4.998 2.229
H -3.163 3.793 2.293
H -1.778 3.650 1.198
H -1.709 3.428 4.275
H -0.269 3.464 3.198
H -0.954 1.528 2.272
*
```

***

Question: Among the records above, which one has the lowest E?
Answer: C43H45As2N2O9S2Ti